Computed, not measured: C46H47ILaN4O5Si as an isolated structure, with ωB97M-V/def2-TZVPD.

- Calculated total energy: -81511.0371 eV
- Charge: -1

```
105
Properties=species:S:1:pos:R:3:mulliken_charge:R:1
La 0.426 -0.065 -0.923 1.415
O 1.402 -2.842 4.022 -0.739
C 2.276 -1.827 4.070 0.575
C 3.045 -1.675 5.226 -0.668
C 3.924 -0.615 5.351 -0.274
C 4.064 0.318 4.322 -0.868
C 3.317 0.154 3.165 -0.688
C 2.423 -0.907 3.015 0.083
C 1.651 -1.006 1.744 0.587
O 1.968 -0.234 0.768 -0.868
N 0.705 -1.924 1.734 -0.635
N -0.067 -1.944 0.564 1.259
C -0.912 -2.896 0.495 -0.957
C -1.854 -3.118 -0.604 0.981
C -2.560 -4.329 -0.594 -0.697
C -3.440 -4.677 -1.598 -0.891
C -3.628 -3.772 -2.650 -0.438
C -2.961 -2.563 -2.674 -0.694
C -2.065 -2.189 -1.654 -0.116
O -1.457 -1.028 -1.698 0.285
H 0.878 -2.703 3.187 0.670
H 2.917 -2.401 6.022 0.416
H 4.504 -0.508 6.264 0.360
H 4.745 1.157 4.422 0.423
H 3.406 0.851 2.338 0.346
H -0.925 -3.614 1.313 0.153
H -2.386 -5.013 0.235 0.387
H -3.968 -5.623 -1.572 0.402
H -4.309 -4.021 -3.458 0.406
H -3.101 -1.860 -3.486 0.382
N -2.271 3.141 -3.103 -0.295
C -1.224 2.939 -2.289 0.306
O -0.499 1.956 -2.407 -0.710
C -0.890 3.937 -1.208 -0.078
I -2.412 5.305 -0.622 -0.062
H -2.505 2.395 -3.738 0.284
H -2.960 3.839 -2.885 0.146
H -0.044 4.530 -1.542 0.636
H -0.616 3.356 -0.333 -0.796
C 0.840 -4.651 -2.852 -1.208
C 1.677 -3.515 -3.394 -0.497
C 2.527 -3.701 -4.487 -0.985
C 3.253 -2.622 -4.985 0.463
C 4.175 -2.809 -6.170 -1.608
C 3.158 -1.364 -4.393 -0.316
C 2.339 -1.131 -3.263 1.376
C 1.584 -2.262 -2.829 -0.180
N 2.193 0.028 -2.555 -0.082
C 3.098 1.166 -2.717 2.179
C 4.597 0.783 -2.773 -1.937
C 2.721 2.006 -3.944 -1.515
C 2.917 2.039 -1.457 -2.030
H 1.105 -5.598 -3.327 0.382
H -0.226 -4.470 -3.024 0.132
H 0.975 -4.760 -1.773 0.258
H 2.614 -4.681 -4.950 0.232
H 4.019 -3.779 -6.646 0.369
H 5.222 -2.751 -5.863 0.295
H 4.015 -2.032 -6.922 0.354
H 3.733 -0.551 -4.824 0.227
H 0.924 -2.160 -1.983 0.345
H 4.994 0.760 -3.791 0.383
H 4.757 -0.202 -2.325 0.316
H 5.192 1.511 -2.210 0.463
H 2.790 1.411 -4.863 0.287
H 3.383 2.878 -4.045 0.469
H 1.688 2.353 -3.843 0.130
H 3.327 1.523 -0.584 0.358
H 1.863 2.253 -1.263 0.070
H 3.428 2.996 -1.585 0.638
O -0.427 1.509 0.568 0.971
Si -1.512 1.559 1.756 -1.008
C -1.834 0.035 2.802 0.728
C -1.083 -0.228 3.958 0.080
C -1.320 -1.359 4.730 -0.815
C -2.323 -2.253 4.362 -0.629
C -3.083 -2.010 3.222 -0.751
C -2.839 -0.875 2.453 -0.322
C -1.058 2.920 2.982 0.674
C -1.700 3.086 4.221 -0.142
C -1.374 4.139 5.074 -0.840
C -0.389 5.050 4.706 -0.481
C 0.269 4.900 3.490 -0.745
C -0.064 3.845 2.641 -0.218
C -3.197 2.009 1.013 0.224
C -3.530 1.540 -0.270 0.260
C -4.747 1.861 -0.869 -0.562
C -5.655 2.676 -0.204 -0.702
C -5.349 3.153 1.068 -0.693
C -4.138 2.819 1.667 -0.640
H -0.279 0.446 4.244 0.500
H -0.707 -1.558 5.602 0.348
H -2.505 -3.140 4.960 0.356
H -3.861 -2.706 2.925 0.419
H -3.438 -0.705 1.560 0.281
H -2.458 2.370 4.534 0.464
H -1.881 4.243 6.029 0.389
H -0.129 5.867 5.369 0.374
H 1.048 5.597 3.205 0.420
H 0.475 3.718 1.704 0.038
H -2.840 0.894 -0.807 0.190
H -4.985 1.470 -1.855 0.451
H -6.601 2.933 -0.670 0.354
H -6.055 3.787 1.593 0.386
H -3.913 3.217 2.654 0.248
```

=====

Computed, not measured: C46H48AsGaN3 as an isolated structure, with ωB97M-V/def2-TZVPD.

- Calculated total energy: -166160.1624 eV
- Charge: -1

```
99
Properties=species:S:1:pos:R:3:mulliken_charge:R:1
Ga 0.760 -0.406 -0.860 -0.555
N 1.433 3.354 -2.350 -0.344
N -0.963 -0.396 -3.026 -0.348
C -1.063 -0.621 2.094 0.758
C -1.704 0.515 1.513 1.064
C -0.807 1.619 1.603 -0.113
C -1.078 3.024 1.215 -1.153
H -2.159 3.212 1.172 0.472
H -0.643 3.347 0.254 0.078
H -0.639 3.655 2.001 0.338
C 0.384 1.166 2.243 1.051
C 1.596 1.979 2.479 -0.028
H 1.559 2.494 3.453 0.440
H 1.704 2.746 1.703 0.070
H 2.500 1.359 2.469 -0.813
C 0.229 -0.217 2.547 -0.620
C 1.307 -1.108 3.047 -1.241
H 2.164 -1.045 2.352 0.066
H 0.953 -2.147 3.066 0.420
H 1.692 -0.871 4.056 0.264
C -3.130 0.603 1.127 -1.603
H -3.694 0.899 2.028 0.265
H -3.544 -0.354 0.786 0.249
H -3.325 1.361 0.355 0.385
C -1.619 -1.993 2.152 -1.175
H -0.837 -2.742 1.960 0.195
H -2.390 -2.129 1.384 -0.126
H -2.076 -2.228 3.130 0.347
C 2.324 3.931 -3.131 -0.451
H 2.632 4.922 -2.852 0.416
C 3.000 3.379 -4.225 -0.519
H 3.821 3.868 -4.740 0.424
C 2.539 2.116 -4.633 -0.460
H 2.944 1.613 -5.482 0.419
C 1.641 1.420 -3.823 -0.257
H 1.156 0.449 -4.079 0.298
C 1.402 1.989 -2.512 0.418
C 1.021 1.449 -1.255 0.664
H -0.107 1.567 -0.963 -0.089
C -0.704 -1.356 -2.118 0.271
C -2.174 -0.528 -3.581 -1.144
H -2.520 0.379 -4.070 0.406
C -2.566 -1.813 -3.241 -0.608
H -3.371 -2.244 -3.748 0.826
N -1.676 -2.415 -2.342 0.204
C -1.992 -3.479 -1.463 0.709
C -3.324 -3.548 -1.039 1.032
C -3.644 -4.619 -0.207 -1.140
H -4.684 -4.765 0.077 0.296
C -2.661 -5.477 0.280 0.780
C -3.068 -6.675 1.119 -1.510
H -2.314 -6.889 1.888 0.367
H -3.189 -7.578 0.496 0.293
H -4.034 -6.474 1.605 0.351
C -1.309 -5.227 -0.027 -0.687
H -0.540 -5.840 0.451 0.357
C -0.951 -4.224 -0.940 1.142
C 0.471 -3.979 -1.277 -1.816
H 0.586 -3.326 -2.141 0.443
H 1.000 -4.931 -1.482 0.513
H 0.988 -3.503 -0.428 0.090
C -4.327 -2.515 -1.347 -1.515
H -4.553 -2.411 -2.409 0.436
H -4.068 -1.526 -0.941 0.196
H -5.277 -2.822 -0.879 0.356
C 7.406 -1.180 2.271 -0.494
C 6.319 -0.516 2.862 -0.875
C 5.274 -0.020 2.070 0.241
C 5.336 -0.181 0.673 -0.081
C 6.428 -0.824 0.074 -0.163
C 7.466 -1.323 0.879 -0.658
As 3.868 0.636 -0.387 0.358
C 4.486 2.511 -0.036 0.229
C 3.546 3.555 -0.049 -0.459
C 3.957 4.859 0.258 -1.200
C 5.301 5.123 0.568 -0.613
C 6.234 4.084 0.571 -0.635
C 5.830 2.776 0.273 -0.195
C 4.672 0.379 -2.184 0.590
C 5.541 1.327 -2.739 -0.256
C 6.185 1.044 -3.950 -0.629
C 5.901 -0.132 -4.646 -0.532
C 4.955 -1.033 -4.137 -0.625
C 4.335 -0.778 -2.905 -0.710
H 8.214 -1.577 2.894 0.339
H 6.282 -0.363 3.944 0.405
H 4.442 0.530 2.523 0.105
H 6.486 -0.899 -1.014 0.384
H 8.324 -1.809 0.407 0.380
H 2.507 3.354 -0.327 0.806
H 3.222 5.666 0.253 0.469
H 5.615 6.142 0.808 0.346
H 7.285 4.271 0.808 0.385
H 6.553 1.956 0.293 0.443
H 5.704 2.277 -2.232 0.358
H 6.908 1.765 -4.343 0.350
H 6.405 -0.346 -5.594 0.316
H 4.707 -1.936 -4.699 0.365
H 3.588 -1.472 -2.504 0.407
```

=====

Computed, not measured: C46H48N8O3S3Sr as an isolated structure, with ωB97M-V/def2-TZVPD.

- Calculated total energy: -99884.5260 eV
- Charge: 0

```
109
Properties=species:S:1:pos:R:3:mulliken_charge:R:1
Sr -0.335 -1.306 0.882 0.498
C -2.153 -0.384 -2.628 -0.796
O -0.895 -0.648 -2.062 0.047
C -0.147 0.522 -1.818 -0.689
C 1.252 0.106 -1.364 -0.784
O 1.371 -0.074 0.027 1.589
C 1.793 1.070 0.738 1.385
C 1.837 0.739 2.229 -1.132
O 0.569 0.766 2.823 -0.097
C 0.140 2.060 3.179 -0.754
H -2.052 0.166 -3.573 0.380
H -2.793 0.186 -1.947 0.219
H -2.623 -1.345 -2.821 0.147
H -0.619 1.137 -1.038 -0.627
H -0.090 1.123 -2.742 0.700
H 1.989 0.839 -1.713 0.357
H 1.464 -0.868 -1.817 0.430
H 1.091 1.898 0.581 -0.798
H 2.795 1.379 0.400 -0.142
H 2.512 1.435 2.746 0.476
H 2.211 -0.278 2.355 -0.087
H 0.828 2.503 3.907 0.361
H -0.842 1.952 3.632 0.270
H 0.059 2.731 2.317 0.224
S -2.639 0.149 1.878 -0.341
C -2.873 1.803 1.532 0.192
N -3.703 2.440 2.347 -0.975
N -4.410 3.525 2.002 0.277
C -5.110 3.728 0.840 0.259
C -5.229 2.733 -0.137 0.318
C -5.972 2.966 -1.274 -0.750
C -6.621 4.177 -1.461 -0.578
C -6.517 5.160 -0.490 -0.579
C -5.774 4.946 0.652 -0.476
N -2.402 2.556 0.534 -0.232
N -1.175 2.694 0.174 0.249
C -0.937 3.774 -0.667 0.385
C -1.836 4.834 -0.851 -0.369
C -1.491 5.910 -1.643 -0.697
C -0.270 5.942 -2.299 -0.462
C 0.612 4.886 -2.142 -1.026
C 0.297 3.823 -1.325 0.293
H -4.508 4.198 2.749 0.214
H -4.751 1.779 0.015 0.394
H -6.044 2.188 -2.020 0.427
H -7.217 4.341 -2.346 0.401
H -7.021 6.105 -0.626 0.380
H -5.706 5.714 1.411 0.363
H -2.797 4.797 -0.359 0.343
H -2.179 6.733 -1.771 0.420
H -0.002 6.781 -2.924 0.382
H 1.558 4.891 -2.662 0.440
H 1.000 3.017 -1.195 0.207
N -2.739 -4.441 -2.104 0.065
C -3.901 -3.797 -1.749 0.840
C -5.222 -3.932 -2.151 -1.226
C -6.152 -3.122 -1.529 -0.467
C -5.781 -2.200 -0.546 -0.884
C -4.469 -2.042 -0.159 -0.439
C -3.514 -2.853 -0.766 -0.028
N -2.161 -2.931 -0.572 0.961
C -1.729 -3.873 -1.369 0.315
C -0.351 -4.306 -1.454 -1.108
C 0.082 -5.572 -1.756 -0.623
S 1.791 -5.663 -1.670 -0.201
C 1.807 -3.979 -1.259 -0.232
N 0.654 -3.431 -1.179 0.366
H -2.641 -5.154 -2.809 0.246
H -5.519 -4.639 -2.912 0.429
H -7.191 -3.201 -1.810 0.384
H -6.545 -1.601 -0.075 0.496
H -4.176 -1.331 0.598 0.298
H -0.496 -6.447 -1.977 0.449
H 2.730 -3.466 -1.080 0.342
C 6.791 1.658 -0.277 -1.851
C 6.151 0.432 -0.952 2.126
C 7.197 -0.288 -1.813 -1.775
C 5.037 0.943 -1.872 -1.798
C 5.643 -0.525 0.122 0.166
C 6.489 -0.831 1.197 -0.374
C 6.091 -1.640 2.238 -1.066
C 4.812 -2.162 2.216 0.739
S 4.009 -3.139 3.396 -0.443
C 2.548 -3.087 2.377 -0.330
N 2.696 -2.436 1.276 0.241
C 3.942 -1.896 1.140 -1.211
C 4.380 -1.089 0.090 0.263
C 1.340 -3.686 2.893 1.477
C 1.486 -4.674 3.878 -1.197
C 0.389 -5.191 4.526 -0.819
C -0.868 -4.737 4.163 -0.765
C -1.009 -3.795 3.156 -0.685
C 0.074 -3.210 2.489 0.658
H 6.918 2.464 -0.996 0.444
H 7.771 1.423 0.129 0.425
H 6.159 2.018 0.533 0.355
H 7.636 0.404 -2.531 0.433
H 6.732 -1.106 -2.359 0.356
H 7.994 -0.696 -1.196 0.392
H 5.460 1.632 -2.602 0.581
H 4.285 1.482 -1.299 0.296
H 4.562 0.132 -2.418 0.324
H 7.483 -0.415 1.230 0.403
H 6.750 -1.848 3.066 0.437
H 3.699 -0.905 -0.721 0.000
H 2.473 -5.034 4.136 0.416
H 0.508 -5.923 5.313 0.391
H -1.740 -5.115 4.675 0.406
H -2.014 -3.482 2.889 0.368
```

=====

Computed, not measured: C46H49BrN7O2P2Sn as an isolated structure, with ωB97M-V/def2-TZVPD.

- Calculated total energy: -157451.8028 eV
- Charge: +3

```
108
Properties=species:S:1:pos:R:3:mulliken_charge:R:1
Sn -1.560 -0.238 1.351 1.182
Br -1.013 7.234 1.907 -0.120
C -1.397 5.432 2.259 -0.148
C -2.485 5.102 3.058 -0.756
C -2.774 3.773 3.315 -0.391
C -1.973 2.775 2.767 -0.327
C -0.890 3.108 1.960 0.025
C -0.595 4.438 1.713 -0.468
N -2.250 1.396 2.976 0.354
C -2.686 0.964 4.087 -0.491
C -3.040 -0.452 4.207 0.417
C -3.528 -0.966 5.395 -1.035
C -3.881 -2.309 5.446 -0.474
C -3.722 -3.081 4.311 -0.905
C -3.213 -2.491 3.163 -0.126
N -2.883 -1.203 3.100 0.196
H -3.109 5.884 3.470 0.458
H -3.649 3.527 3.905 0.511
H -0.245 2.337 1.550 0.228
H 0.256 4.706 1.103 0.537
H -2.808 1.604 4.959 0.580
H -3.630 -0.326 6.261 0.525
H -4.272 -2.740 6.358 0.465
H -3.987 -4.130 4.300 0.491
H -3.067 -3.070 2.265 0.364
C -2.877 2.691 -0.732 -1.511
P -3.338 1.000 -0.284 1.571
C -3.256 0.111 -1.897 -0.115
N -3.598 0.841 -2.935 -0.106
C -3.638 0.244 -4.149 0.285
C -4.043 0.989 -5.283 -0.558
C -4.085 0.377 -6.499 -0.609
C -3.722 -0.990 -6.644 -0.595
C -3.330 -1.729 -5.569 -0.563
C -3.288 -1.121 -4.291 0.353
N -2.905 -1.848 -3.216 0.079
C -2.887 -1.255 -2.043 -0.546
P -2.325 -2.293 -0.643 0.896
C -3.598 -3.597 -0.559 -1.861
C -0.778 -3.151 -1.207 2.001
C 0.176 -2.092 -1.775 -2.271
C -1.023 -4.254 -2.239 -1.740
C -0.146 -3.777 0.046 -1.701
C -5.146 1.045 0.160 1.512
C -5.657 -0.392 0.248 -1.401
C -5.304 1.722 1.522 -1.678
C -5.937 1.823 -0.895 -1.769
H -3.340 2.937 -1.685 0.555
H -1.795 2.789 -0.816 0.147
H -3.216 3.378 0.045 0.331
H -4.321 2.026 -5.149 0.493
H -4.403 0.930 -7.373 0.437
H -3.765 -1.443 -7.626 0.433
H -3.057 -2.772 -5.653 0.497
H -3.822 -3.941 -1.569 0.492
H -4.509 -3.228 -0.092 0.366
H -3.227 -4.444 0.018 0.473
H -0.232 -1.616 -2.668 0.331
H 1.113 -2.578 -2.056 0.590
H 0.415 -1.312 -1.047 0.466
H -1.520 -3.882 -3.132 0.231
H -1.616 -5.069 -1.824 0.367
H -0.056 -4.673 -2.527 0.522
H 0.097 -3.037 0.814 0.247
H 0.787 -4.267 -0.240 0.531
H -0.783 -4.547 0.489 0.354
H -5.079 -0.986 0.964 0.019
H -5.641 -0.892 -0.723 0.332
H -6.693 -0.382 0.592 0.607
H -4.771 1.180 2.305 0.121
H -6.364 1.730 1.787 0.630
H -4.962 2.758 1.518 0.404
H -5.796 1.426 -1.900 0.341
H -5.677 2.882 -0.903 0.349
H -7.000 1.750 -0.653 0.505
C 12.204 -1.704 -1.615 -0.827
O 11.955 -0.986 -0.372 -0.342
C 10.796 -0.519 -0.071 0.989
C 9.640 -0.674 -0.914 -0.653
C 8.475 -0.113 -0.533 -0.309
C 8.384 0.618 0.709 0.414
C 9.558 0.730 1.547 -0.139
C 10.726 0.174 1.173 -0.831
N 7.312 1.211 1.166 -0.655
N 6.223 1.258 0.427 -0.117
C 5.080 0.828 0.832 0.842
C 4.936 0.004 2.035 -0.509
C 3.738 -0.378 2.476 -1.041
C 2.487 0.009 1.781 -0.054
O 1.411 -0.280 2.248 -0.336
C 2.620 0.798 0.510 0.150
N 1.487 1.107 -0.123 0.032
C 1.586 1.807 -1.246 -0.370
C 2.794 2.251 -1.777 -1.104
C 3.961 1.938 -1.114 -0.488
C 3.881 1.186 0.057 1.014
H 13.266 -1.911 -1.598 0.248
H 11.952 -1.064 -2.457 0.382
H 11.633 -2.629 -1.611 0.381
H 9.719 -1.228 -1.837 0.466
H 7.591 -0.204 -1.151 0.451
H 9.455 1.278 2.475 0.489
H 11.626 0.235 1.769 0.473
H 5.843 -0.255 2.567 0.474
H 3.610 -0.956 3.382 0.507
H 0.657 2.033 -1.759 0.516
H 2.808 2.832 -2.689 0.489
H 4.922 2.269 -1.485 0.528
```

=====

- Look up the calculated total energy of the third one.
  -99884.5260 eV